No. 1
The following is a DFT calculation (ωB97M-V/def2-TZVPD) of the molecule C4H6NOP at a distorted geometry.

Structure (XYZ):
```
13
Properties=species:S:1:pos:R:3:nbo_charge:R:1
C 1.665 -0.392 0.106 -0.5396
C 0.314 1.555 -0.095 0.8189
C 0.277 -0.765 0.217 -0.3258
C -1.905 0.424 -0.089 -0.4221
N -0.452 0.406 -0.172 -0.4686
O 0.331 2.719 -0.299 -0.4979
P 3.314 -0.445 -0.016 0.4507
H -0.133 -1.588 -0.373 0.2152
H -0.033 -1.238 1.276 0.2126
H -2.298 0.062 0.974 0.1906
H -2.272 1.413 -0.260 0.2285
H -2.361 -0.298 -0.737 0.2114
H 3.553 -1.854 -0.533 -0.0740
```

## Properties
Charge   0
ΔE to the lowest compared entry with this formula, charge and spin   90.3 kcal/mol
E_tot   -627.1863 Ha
LUMO energy (spin up / spin down)   -0.0296 / 0.0622 eV
Orbital gap (spin up / spin down)   0.282 / 0.292 Eh

No. 2
The following is a DFT calculation (ωB97M-V/def2-TZVPD) of a cluster of 2 separate species, C4H6NOS in total at a distorted geometry.

Structure (XYZ):
```
13
Properties=species:S:1:pos:R:3:nbo_charge:R:1
C 0.298 -0.026 -0.044 0.0303
C 2.567 -1.985 -0.006 0.4107
C -0.976 -0.841 -0.078 -0.7571
C -0.708 2.164 0.074 -0.4597
N 0.403 1.219 0.026 -0.5849
O 3.569 -1.360 0.038 -0.5340
S 1.713 -3.313 -0.050 -0.1827
H -0.738 -1.902 -0.176 0.2134
H -1.538 -0.703 0.851 0.1866
H -1.623 -0.553 -0.915 0.1810
H -0.949 2.405 1.115 0.1722
H -1.627 1.804 -0.415 0.1497
H -0.392 3.090 -0.419 0.1744
```

## Properties
Charge   -1
ΔE to the lowest compared entry with this formula, charge and spin   56.1 kcal/mol
E_tot   -684.1392 Ha
LUMO energy (spin up / spin down)   3.3700 / 3.3684 eV
Orbital gap (spin up / spin down)   0.174 / 0.174 Eh

No. 3
The following is a DFT calculation (ωB97M-V/def2-TZVPD) of the ion C4H6NOS2 with charge -1 at a distorted geometry.

Structure (XYZ):
```
14
Properties=species:S:1:pos:R:3:nbo_charge:R:1
C -0.833 -0.774 1.208 -0.5559
C -0.295 1.485 -1.181 -0.3230
C 0.616 -0.601 0.857 -0.2902
C -0.696 0.234 -1.392 -0.4492
N 1.059 -1.288 -0.300 0.0470
O 2.125 -0.915 -0.827 -0.3688
S -1.935 -0.492 -0.256 0.1230
S 1.217 1.258 1.008 -0.5623
H -0.936 -1.802 1.714 0.2079
H -1.201 0.066 1.961 0.2475
H 0.607 1.972 -1.748 0.2145
H -0.803 2.062 -0.540 0.1912
H 1.392 -0.843 1.724 0.3052
H -0.317 -0.363 -2.229 0.2130
```

## Properties
Charge   -1
ΔE to the lowest compared entry with this formula, charge and spin   61.2 kcal/mol
E_tot   -1082.2605 Ha
LUMO energy (spin up / spin down)   3.3981 / 3.3981 eV
SMILES   C=CSC[C@H]([S-])N=O
Orbital gap (spin up / spin down)   0.231 / 0.232 Eh